The following is a DFT calculation (wB97M-V/def2-TZVPD) of C11H8AlNO5 as an isolated structure at a distorted geometry.

```
26
Properties=species:S:1:pos:R:3:lowdin_charge:R:1
C -1.539 -0.254 3.814 -0.018
N -1.216 0.946 1.685 0.123
H 0.953 1.935 2.916 0.124
O 2.478 -1.787 1.752 0.290
C -0.954 0.615 -1.451 -0.253
O -1.823 -2.706 -0.168 0.289
H 1.864 1.144 5.124 0.131
O 0.883 -0.489 -2.671 0.218
O -0.789 1.888 -1.273 0.044
C 0.393 1.211 3.520 -0.046
H -1.912 0.108 -1.678 0.181
H 0.621 -0.566 6.437 0.132
H -2.193 0.681 1.533 0.148
C 0.218 -0.196 5.489 -0.028
H -2.486 -0.641 3.423 0.130
C 0.244 -0.176 -1.707 -0.278
H -1.137 1.940 1.434 0.151
C -1.008 -0.698 5.031 -0.023
C 1.112 1.646 -0.157 0.062
H -1.541 -1.463 5.600 0.131
C 1.653 -1.177 1.236 0.177
C -0.808 0.672 3.073 -0.302
C -1.182 -1.792 0.095 0.125
O 1.830 2.489 -0.508 0.282
C 0.908 0.772 4.748 -0.029
Al 0.025 -0.040 0.379 0.237
```

- E_tot: -1096.6298 hartree
- HOMO energy (spin up / spin down): -0.605 / -0.605 hartree
- Total charge: +2
- F_max: 6.09 eV Å⁻¹
- Lowest unoccupied orbital energy (spin up / spin down): -10.03 / -10.02 eV
- Relative energy (zero: lowest compared OMol25 entry of this formula, charge and spin): 0.500 eV